[1]
# C2H2FN3

One molecule with the formula C2H2FN3 in a non-equilibrium geometry (wB97M-V/def2-TZVPD, the Open Molecules 2025 dataset).

Structure (XYZ):
```
8
C2H2FN3 | the Open Molecules 2025 dataset | wB97M-V/def2-TZVPD
F 1.434 -0.988 1.024
C 0.492 -0.380 0.269
C -0.540 -0.873 -0.480
N -1.113 0.266 -0.936
N -0.612 1.348 -0.472
N 0.430 0.942 0.319
H -0.918 -1.851 -0.751
H 0.828 1.536 1.027
```

Properties
SMILES: Fc1cnn[nH]1
Orbital gap in eV: 10.909
HOMO in eV: -10.09
Total energy in eV: -9292.47611
ΔE to the lowest compared entry with this formula, charge and spin in eV: 0.940

[2]
# C24H64O26S8V

C24H64O26S8V as an isolated structure in a non-equilibrium geometry (wB97M-V/def2-TZVPD, the Open Molecules 2025 dataset).

Structure (XYZ):
```
123
C24H64O26S8V | the Open Molecules 2025 dataset | wB97M-V/def2-TZVPD
O -0.333 0.733 -1.319
V 0.152 0.802 0.228
O 0.641 -0.650 0.662
O -1.026 2.838 0.573
S -1.960 3.994 0.750
O -1.529 5.263 0.166
O -3.456 3.590 0.227
C -4.256 4.640 -0.296
C -5.591 4.053 -0.839
C -2.330 4.131 2.560
H -3.795 5.251 -1.072
H -4.453 5.348 0.508
H -5.536 3.506 -1.780
H -6.445 4.730 -0.816
H -5.797 3.250 -0.132
H -1.417 4.329 3.122
H -2.950 3.309 2.917
H -2.829 5.097 2.483
O 2.362 3.238 3.009
S 2.576 3.045 1.573
O 1.736 2.219 0.760
O 2.656 4.468 0.743
C 3.155 5.565 1.420
C 2.444 6.802 0.839
C 4.310 2.524 1.325
H 4.226 5.568 1.215
H 3.046 5.539 2.504
H 2.890 7.724 1.212
H 1.360 6.900 0.878
H 2.617 6.757 -0.236
H 4.558 2.760 0.290
H 4.497 1.461 1.473
H 4.906 3.193 1.946
O -3.173 -6.281 -0.575
S -2.636 -6.040 -1.872
O -3.386 -6.299 -3.088
O -1.983 -4.507 -1.906
C -1.159 -4.103 -0.814
C -0.100 -3.113 -1.279
C -1.087 -7.032 -2.059
H -0.577 -4.898 -0.349
H -1.760 -3.627 -0.039
H 0.373 -3.452 -2.201
H 0.747 -3.093 -0.593
H -0.415 -2.113 -1.576
H -1.321 -8.071 -2.290
H -0.572 -6.892 -1.108
H -0.607 -6.488 -2.873
O 2.843 -0.397 2.300
S 3.667 -1.610 2.598
O 4.639 -1.446 3.743
O 2.581 -2.874 2.898
C 3.076 -4.045 3.630
C 1.923 -5.024 3.823
C 4.523 -2.283 1.144
H 3.595 -3.692 4.521
H 3.893 -4.452 3.035
H 1.419 -5.041 2.857
H 1.183 -4.594 4.498
H 2.244 -6.019 4.132
H 5.415 -1.671 1.013
H 3.747 -2.179 0.385
H 4.642 -3.367 1.154
O -1.992 0.049 0.659
S -3.440 -0.093 0.667
O -3.967 -1.390 1.038
O -4.106 1.063 1.608
C -5.305 0.721 2.209
C -5.666 1.977 3.030
C -4.141 0.484 -0.910
H -5.152 -0.057 2.957
H -6.126 0.426 1.555
H -6.439 1.723 3.755
H -5.962 2.805 2.387
H -4.865 2.374 3.655
H -3.937 -0.302 -1.636
H -3.691 1.430 -1.211
H -5.189 0.596 -0.631
O -2.835 -1.853 -3.357
S -2.040 -1.878 -4.563
O -1.652 -3.056 -5.342
O -2.683 -0.721 -5.611
C -2.370 -0.813 -7.001
C -3.007 0.315 -7.822
C -0.483 -1.017 -4.164
H -2.737 -1.768 -7.376
H -1.285 -0.730 -7.060
H -2.585 1.291 -7.584
H -4.081 0.291 -7.638
H -2.699 0.041 -8.831
H 0.229 -1.709 -3.714
H -0.628 -0.224 -3.431
H -0.042 -0.647 -5.090
O 3.393 -1.537 -2.814
S 3.497 -0.189 -2.208
O 2.406 0.355 -1.341
O 4.899 -0.098 -1.354
C 6.144 -0.493 -1.872
C 7.212 0.581 -1.930
C 3.826 0.915 -3.599
H 6.058 -0.890 -2.883
H 6.508 -1.302 -1.237
H 7.417 1.030 -0.958
H 6.954 1.395 -2.608
H 8.174 0.141 -2.191
H 2.997 1.557 -3.893
H 4.074 0.252 -4.429
H 4.669 1.543 -3.311
O -0.335 1.121 2.558
S -0.781 0.950 3.953
O -1.837 1.836 4.506
O -1.270 -0.645 4.131
C -0.340 -1.686 3.819
C -1.198 -2.789 3.237
C 0.786 1.011 5.089
H 0.070 -1.938 4.797
H 0.492 -1.442 3.158
H -0.551 -3.603 2.910
H -1.598 -2.534 2.256
H -2.069 -3.164 3.775
H 0.950 2.068 5.298
H 1.559 0.455 4.558
H 0.607 0.499 6.034
```

Properties
Orbital gap in eV: 9.327
Charge: +1
HOMO in eV: -12.16
Total energy in eV: -191518.61449
ΔE to the lowest compared entry with this formula, charge and spin in eV: 5.304

[3]
# C17H48Cl6O16P2

A 9-piece molecular cluster, C17H48Cl6O16P2 overall in a non-equilibrium geometry (wB97M-V/def2-TZVPD, the Open Molecules 2025 dataset).

Structure (XYZ):
```
89
C17H48Cl6O16P2 | the Open Molecules 2025 dataset | wB97M-V/def2-TZVPD
C -4.043 1.238 1.823
O -4.453 1.519 0.456
P -3.309 1.575 -0.626
O -2.541 0.347 -0.846
O -4.063 2.089 -1.911
C -4.810 3.305 -1.849
O -2.434 2.801 -0.138
C -1.291 3.267 -0.907
H -3.741 2.169 2.305
H -3.235 0.511 1.877
H -4.937 0.876 2.323
H -5.810 3.109 -2.216
H -4.297 4.088 -2.404
H -4.881 3.674 -0.821
H -1.204 2.739 -1.862
H -0.391 3.093 -0.324
H -1.437 4.327 -1.117
C 5.127 3.798 -5.136
O 3.866 3.162 -5.237
P 3.091 2.677 -3.964
O 1.735 2.182 -4.169
O 3.187 3.982 -3.048
C 2.528 4.032 -1.769
O 4.091 1.622 -3.344
C 3.678 0.746 -2.262
H 5.218 4.482 -4.294
H 5.268 4.384 -6.042
H 5.911 3.043 -5.081
H 3.281 4.244 -0.997
H 2.031 3.106 -1.477
H 1.808 4.851 -1.743
H 3.739 -0.272 -2.643
H 2.643 0.927 -1.965
H 4.318 0.868 -1.393
Cl -0.629 -4.090 -2.114
C 0.661 -5.222 -1.674
Cl 1.769 -4.514 -0.474
H 0.196 -6.090 -1.231
H 1.237 -5.455 -2.555
Cl 6.290 0.028 2.429
C 6.222 -0.567 0.782
Cl 4.683 -1.385 0.409
H 6.379 0.276 0.122
H 6.969 -1.322 0.578
Cl 1.379 -4.415 2.843
C 2.847 -3.414 2.939
Cl 2.471 -1.867 3.707
H 3.538 -3.967 3.557
H 3.219 -3.243 1.940
O -2.936 1.396 4.639
C -1.998 0.376 4.304
C -1.176 -0.098 5.495
O -1.978 -1.025 6.240
H -3.720 1.002 5.031
H -2.505 -0.517 3.892
H -1.334 0.669 3.485
H -0.875 0.789 6.067
H -0.251 -0.584 5.157
H -1.428 -1.273 6.999
O -0.687 0.882 -3.759
C -0.698 -0.390 -4.459
C -1.833 -1.180 -3.858
O -3.080 -0.530 -4.046
H 0.155 1.339 -3.967
H -0.836 -0.160 -5.527
H 0.269 -0.891 -4.295
H -1.572 -1.210 -2.783
H -1.835 -2.217 -4.187
H -2.951 0.359 -3.670
O 0.903 0.317 -0.900
C 0.955 -0.717 0.094
C 0.074 -0.401 1.296
O -1.231 -1.001 1.213
H 0.093 0.229 -1.429
H 0.643 -1.672 -0.337
H 1.991 -0.834 0.417
H -0.052 0.676 1.435
H 0.489 -0.810 2.217
H -1.758 -0.571 0.500
O -2.635 -3.620 5.209
C -1.866 -3.684 4.025
C -2.758 -3.734 2.789
O -1.973 -3.692 1.597
H -2.642 -2.711 5.548
H -1.165 -2.849 3.907
H -1.311 -4.625 4.064
H -3.470 -2.894 2.832
H -3.326 -4.664 2.746
H -1.567 -2.792 1.563
```

Properties
SMILES: COP(=O)(OC)OC.COP(=O)(OC)OC.ClCCl.ClCCl.ClCCl.OCCO.OCCO.OCCO.OCCO
Orbital gap in eV: 9.181
HOMO in eV: -8.94
Total energy in eV: -144883.40086

> What is the orbital gap in the second record?

9.327 eV

> Among the records above, which one has the highest HOMO?

C17H48Cl6O16P2